Record 1
42
Properties=species:S:1:pos:R:3 method="wB97M-V/def2-TZVPD" molar_mass_g_mol=715.13 charge=-2 orbital_gap_ev="5.2 / 5.2"
C -0.82744 1.13478 -2.52669
C -0.97912 -0.24928 -2.84547
C 0.27516 -0.87513 -2.74415
C -2.26114 -0.95313 -3.16990
C 1.24655 0.11908 -2.45507
C 0.57967 1.37744 -2.35003
C 1.18887 2.61434 -2.00101
C -1.93283 2.07720 -2.30212
C 0.51201 -2.33554 -2.80753
C 2.64817 -0.13996 -2.12256
Pb -1.55924 -1.76111 1.35452
Cl -2.33693 -3.62274 -0.06333
Cl -3.27329 0.13309 1.02904
Cl 1.19255 -1.43380 0.65909
H -3.10244 -0.29891 -2.95576
H -2.34970 -1.86743 -2.58439
H -2.28548 -1.20791 -4.23194
H -0.18588 -2.87339 -2.15244
H 1.52589 -2.57028 -2.49525
H 0.36210 -2.71830 -3.82874
H 2.69501 -0.73098 -1.19737
H 3.19422 0.77671 -1.96336
H 3.13806 -0.72322 -2.90297
H 2.26293 2.52273 -1.85665
H 0.71056 2.82691 -0.65785
H 0.98057 3.45459 -2.68076
H -2.78700 1.53098 -1.87620
H -2.27370 2.56193 -3.22454
H -1.61884 2.84294 -1.58412
O 0.62830 2.60834 0.27922
H 0.55258 1.63939 0.46038
Cl -2.44461 -1.77673 4.34017
C -0.90044 -1.01467 4.66991
C -0.19415 -0.38030 3.70563
C 0.92218 0.34982 3.98792
Cl 1.64549 1.37346 2.82714
C 1.49096 0.29587 5.28512
Cl 2.94903 1.12321 5.62467
C 0.83250 -0.43255 6.28182
Cl 1.53195 -0.60688 7.82448
C -0.41696 -1.04469 6.00341
Cl -1.33616 -1.74587 7.24769

Record 2
46
Properties=species:S:1:pos:R:3 method="wB97M-V/def2-TZVPD" multiplicity=3 molar_mass_g_mol=479.63 charge=-1 orbital_gap_ev="3.6 / 5.8"
Ti 0.09193 -1.16765 -0.52082
O 4.37776 -2.58158 3.50951
C 3.59321 -2.17583 2.66280
C 3.80662 -1.76837 1.27282
O 4.86255 -1.72292 0.59762
C 2.46232 -1.43416 0.78836
C 1.46713 -1.58415 1.74631
O 0.17354 -1.27193 1.36591
C 2.02522 -2.04398 2.98069
O 1.51066 -2.30057 4.05566
O 2.08519 -1.05929 -0.40898
O 0.33779 -3.39975 -0.41078
H 1.07294 -3.46412 0.22723
H 0.72354 -3.58314 -1.27898
C -1.06188 1.86043 0.91866
C 0.06253 2.56563 0.22220
C 0.57973 3.74792 0.73588
C 1.59717 4.42317 0.08450
Cl 2.20340 5.90945 0.76389
C 2.13017 3.93973 -1.09287
C 1.62986 2.75885 -1.62427
C 0.61380 2.08603 -0.96817
O 0.07230 0.90878 -1.46287
C 0.19037 0.67562 -2.88198
C -0.45982 -0.67592 -3.21972
O -1.31630 -0.72267 -4.08450
O 0.02330 -1.65313 -2.53132
H -1.40221 2.45451 1.76572
H -0.75704 0.88094 1.29654
H -1.90356 1.71187 0.23786
H 0.17988 4.14753 1.65831
H 2.93043 4.46744 -1.59097
H 2.05772 2.36903 -2.53433
H -0.30630 1.47982 -3.42551
H 1.24707 0.60224 -3.14872
C -2.86023 -1.99399 1.84969
N -3.69043 -1.35586 0.82968
C -3.17485 -0.98583 -0.36007
N -4.05882 -0.58987 -1.32943
O -1.96593 -1.00861 -0.61217
H -3.43316 -2.02485 2.77324
H -1.94755 -1.42500 2.00925
H -2.58041 -3.00608 1.55070
H -4.66593 -1.60320 0.81513
H -4.90048 -0.11651 -1.04996
H -3.62325 -0.27000 -2.18172

Record 3
38
Properties=species:S:1:pos:R:3 method="wB97M-V/def2-TZVPD" molar_mass_g_mol=317.78 smiles="Cc1cccc(NC(=O)CCNC(=O)c2ccccc2Cl)n1" orbital_gap_ev=8.8
C 3.91462 -1.19072 2.14045
C 2.50576 -0.59049 2.04505
C 2.27761 0.53531 2.99680
C 0.98996 0.95220 2.86536
C 0.15689 0.33183 2.04106
C 0.43472 -0.94021 1.41638
N -0.53736 -1.94260 0.68670
C -0.12793 -2.73770 -0.37535
O 1.00124 -2.81577 -0.65814
C -1.56833 -3.05193 -1.07509
C -1.62049 -1.96251 -2.22621
N -1.28226 -0.70615 -1.98413
C -1.95889 0.01261 -1.30087
O -2.92271 -0.41595 -0.42645
C -1.25511 1.40291 -1.00740
C -2.34667 2.44007 -0.75252
C -1.82727 3.59409 -0.70150
C -0.65567 3.95590 -0.28986
C 0.30897 2.97420 -0.67222
C -0.05316 1.61041 -0.80172
Cl 1.25483 0.52225 -1.27026
N 1.57155 -1.38989 1.34079
H 4.18635 -1.61507 3.03337
H 4.77500 -0.43730 1.56246
H 3.86512 -2.13817 1.67187
H 3.11619 1.05156 3.18450
H 0.74572 1.78669 3.20501
H -1.03191 0.51862 2.04865
H -1.39863 -1.40709 0.88197
H -1.33224 -4.01327 -1.45569
H -2.39048 -2.88261 -0.27913
H -2.71438 -2.17443 -2.68459
H -0.88751 -2.39072 -3.05175
H -0.31474 -0.36881 -2.57587
H -3.26009 2.27844 -0.61584
H -2.73195 4.35771 -0.36049
H -0.26104 5.03602 -0.09222
H 1.38445 3.36760 -0.59266

Record 4
48
Properties=species:S:1:pos:R:3 method="wB97M-V/def2-TZVPD" multiplicity=4 molar_mass_g_mol=607.97 orbital_gap_ev="9.0 / 7.6"
Tc 1.17998 0.61015 0.47497
O -0.01427 -2.49826 3.23428
S -0.25357 -1.83839 1.98770
O -1.46728 -1.09225 1.81540
O 0.96612 -0.93426 1.72527
C -0.15493 -3.05672 0.68968
C 0.23740 -4.31953 1.10914
C 0.30890 -5.37256 0.20892
C -0.01292 -5.16528 -1.11698
C -0.39496 -3.90451 -1.55157
C -0.47095 -2.83983 -0.66337
S -0.99216 -1.30101 -1.41585
O -0.72923 -1.40325 -2.82275
O -2.31912 -0.98704 -0.99478
O 0.01243 -0.30992 -0.83226
H 0.48165 -4.45972 2.15142
H 0.61854 -6.35148 0.55072
H 0.04166 -5.98155 -1.82541
H -0.62206 -3.72275 -2.59160
N 1.45529 2.14516 -1.00916
C 2.85943 2.49654 -1.36233
C 3.58541 1.31647 -1.98039
C 3.76718 0.09913 -1.08801
O 4.77816 -0.54885 -1.11252
O 2.72372 -0.24788 -0.34895
H 1.00011 1.76019 -1.83687
H 0.94167 2.98439 -0.74900
H 3.35421 2.83349 -0.45517
H 2.83533 3.32712 -2.06940
H 4.57939 1.63291 -2.28924
H 3.05794 0.97985 -2.87958
Cl 2.54697 1.79488 1.84445
N -0.01046 1.03969 3.56680
C -0.82203 1.49140 2.60669
N -0.52556 1.57526 1.31658
C -1.64054 2.06174 0.58528
C -1.74171 2.25098 -0.78740
C -2.91139 2.76364 -1.32006
C -3.99215 3.09487 -0.50820
C -3.91235 2.90296 0.85879
C -2.73515 2.39135 1.37950
S -2.39796 2.04656 3.04816
H 0.82112 0.52456 3.30978
H -0.43272 0.77411 4.44140
H -0.96242 1.94021 -1.46294
H -2.99018 2.87806 -2.39258
H -4.90094 3.48290 -0.94681
H -4.74559 3.13649 1.50827

Record 5
36
Properties=species:S:1:pos:R:3 method="wB97M-V/def2-TZVPD" molar_mass_g_mol=289.76 smiles="O=C(O)[C@@H](Cc1ccccc1)NCc1ccc(Cl)cc1" orbital_gap_ev=9.9
O 1.95430 -3.83749 1.43359
C 1.72249 -3.03525 0.57433
O 2.27362 -3.05813 -0.62919
C 0.71562 -1.87336 0.75496
C 0.94037 -1.19982 2.12001
C -0.21003 -0.30386 2.47754
C -0.19314 1.04879 2.15822
C -1.28261 1.85385 2.44447
C -2.39956 1.31766 3.06425
C -2.42264 -0.02929 3.39216
C -1.33727 -0.83370 3.09468
N 0.83992 -0.98552 -0.39125
C -0.40830 -0.53265 -1.00443
C -0.06729 0.42184 -2.11555
C 0.34572 -0.05637 -3.35291
C 0.72023 0.81395 -4.36046
C 0.68763 2.17973 -4.12485
Cl 1.15647 3.27699 -5.37447
C 0.27970 2.67702 -2.89550
C -0.09290 1.79368 -1.89905
H 1.92114 -2.27009 -1.11535
H -0.27871 -2.33678 0.74598
H 1.05004 -1.99230 2.86180
H 1.87393 -0.63284 2.08306
H 0.67990 1.47871 1.68584
H -1.25699 2.90445 2.19136
H -3.24412 1.94694 3.29319
H -3.28435 -0.45220 3.88452
H -1.35644 -1.88267 3.35166
H 1.40887 -0.17877 -0.14996
H -0.91927 -1.41388 -1.40252
H -1.07476 -0.04517 -0.27881
H 0.37410 -1.12034 -3.53226
H 1.03920 0.43829 -5.31867
H 0.25741 3.74145 -2.72530
H -0.41226 2.17716 -0.94113

Record 6
47
Properties=species:S:1:pos:R:3 method="wB97M-V/def2-TZVPD" multiplicity=6 molar_mass_g_mol=634.96 charge=+2 orbital_gap_ev="8.5 / 8.6"
Dy -0.31476 -0.02267 0.08815
C 0.91137 1.54892 3.32601
C -0.00222 0.38147 3.49714
N -0.44019 -0.34508 2.49016
C -1.26378 -1.37989 2.92192
C -1.44285 -1.41420 4.26457
S -0.56928 -0.15172 5.01745
C -1.77411 -2.28801 1.89792
C -2.61550 -3.34453 2.01725
S -2.86987 -4.08655 0.49538
C -1.83045 -2.95636 -0.24868
N -1.32800 -2.08165 0.60051
C -1.50371 -2.92242 -1.70400
H 1.19425 1.66068 2.27868
H 1.81911 1.41251 3.91416
H 0.44484 2.47438 3.66524
H -2.03332 -2.10343 4.84699
H -3.08920 -3.72968 2.90609
H -1.36395 -3.92398 -2.10602
H -0.59493 -2.34394 -1.86625
H -2.31005 -2.44227 -2.26160
C -0.79278 1.81449 -3.10414
C -1.65839 1.55684 -1.87180
O -1.57209 0.25916 -1.41120
C -3.13849 1.91108 -2.17856
F -3.86552 1.87638 -1.04784
F -3.22922 3.13036 -2.70606
F -3.63670 1.02598 -3.03212
C -1.20364 2.44989 -0.67420
F -1.66711 1.89773 0.51424
F -1.43027 3.71605 -0.66432
F 0.18431 2.26334 -0.48756
H -1.28374 1.36450 -3.96525
H 0.16889 1.31882 -2.97124
H -0.65226 2.87576 -3.30309
N 5.01072 1.58415 -1.50109
C 4.20032 0.63134 -1.03182
C 2.79714 0.79468 -0.95423
N 2.00836 -0.17438 -0.49620
C 2.59000 -1.32679 -0.10837
C 3.96830 -1.47078 -0.17874
N 4.75820 -0.51635 -0.62413
H 4.67891 2.47592 -1.81967
H 6.00161 1.40187 -1.52182
H 2.34144 1.71968 -1.28297
H 1.95333 -2.12993 0.24524
H 4.44524 -2.39137 0.13589

Record 7
39
Properties=species:S:1:pos:R:3 method="wB97M-V/def2-TZVPD" multiplicity=6 molar_mass_g_mol=367.34 charge=-2 orbital_gap_ev="4.0 / 5.7"
Mn -0.59043 -0.90891 -0.49753
N -4.16315 -3.28729 0.63654
C -2.90408 -2.67732 0.37998
S -2.85729 -1.52602 -0.93979
N -1.92060 -3.02365 1.11559
N -0.72274 -2.39108 0.82631
C 0.33843 -2.90833 1.49206
C 1.69191 -2.66885 1.21319
C 2.70018 -3.25648 2.03144
C 4.05070 -3.13898 1.74930
C 4.46154 -2.42530 0.62485
C 3.49472 -1.81990 -0.19527
C 2.13208 -1.89672 0.07159
O 1.27552 -1.30183 -0.73448
H -4.91038 -2.67056 0.35171
H -4.24123 -3.51889 1.61781
H 0.09333 -3.61726 2.27859
H 2.37796 -3.83299 2.89447
H 4.78241 -3.60323 2.40291
H 5.51458 -2.33266 0.38245
H 3.79143 -1.25326 -1.07142
C -0.62581 1.78439 -3.27554
C -0.75324 2.73132 -2.11916
C -0.91026 4.09300 -2.30554
C -1.02992 4.98040 -1.23470
C -0.97903 4.44684 0.05707
C -0.82432 3.09423 0.29771
C -0.76734 2.54204 1.69072
C -0.71724 2.16236 -0.79571
N -0.60729 0.86899 -0.57568
H -0.75174 2.30574 -4.22926
H -1.36959 0.98454 -3.20078
H 0.34863 1.28400 -3.26766
H -0.94222 4.47897 -3.32334
H -1.15525 6.04447 -1.39856
H -1.06121 5.11718 0.91128
H -0.91152 3.33163 2.43505
H 0.18859 2.04235 1.87446
H -1.52614 1.76706 1.82930

Record 8
40
Properties=species:S:1:pos:R:3 method="wB97M-V/def2-TZVPD" molar_mass_g_mol=344.40 smiles="Cc1sc2ncnc(NC[C@H](O)c3ccc([N+](=O)[O-])cc3)c2c1C" orbital_gap_ev=7.6
C -2.52935 -3.81661 -0.52941
C -2.60478 -2.36115 -0.21842
S -3.86801 -1.79694 0.85095
C -3.28875 -0.17310 0.71184
N -3.83713 0.85217 1.35256
C -3.24044 2.00537 1.15975
N -2.16987 2.23491 0.41629
C -1.62546 1.21497 -0.24548
N -0.55819 1.49409 -1.03783
C 0.17455 2.71989 -0.87831
C 1.02081 2.75733 0.43196
O 1.94041 3.82127 0.38956
C 1.76157 1.45372 0.56209
C 2.99628 1.28105 -0.05593
C 3.62930 0.05491 -0.01933
C 3.01090 -1.01002 0.62600
N 3.64482 -2.30339 0.63198
O 3.02176 -3.23179 1.10315
O 4.75633 -2.38885 0.15528
C 1.78450 -0.84926 1.26154
C 1.16974 0.38598 1.23377
C -2.16703 -0.08938 -0.13304
C -1.79017 -1.36634 -0.66212
C -0.64087 -1.60794 -1.59144
H -3.32162 -4.34770 -0.00944
H -2.64162 -3.99075 -1.59954
H -1.57134 -4.22947 -0.21373
H -3.65796 2.86093 1.67302
H -0.03996 0.70413 -1.38455
H -0.54327 3.54291 -0.85748
H 0.84897 2.83684 -1.72946
H 0.32980 2.86702 1.28025
H 1.45423 4.65154 0.35382
H 3.45294 2.12205 -0.55212
H 4.58733 -0.09982 -0.49144
H 1.33508 -1.69054 1.76680
H 0.22280 0.52413 1.73373
H -0.61499 -2.65209 -1.88896
H 0.30832 -1.37781 -1.10392
H -0.73964 -1.00225 -2.49238